A 12-piece molecular cluster, C6H38N2O11 overall in a non-equilibrium geometry. Source: OMol25; level of theory: ωB97M-V with the def2-TZVPD basis set.

Structure (XYZ):
```
57
Properties=species:S:1:pos:R:3:forces:R:3:nbo_charge:R:1
C 2.1971 -2.6913 0.8715 1.31 -0.77 2.09 -0.62
C 0.9763 -1.8913 0.3528 0.62 -0.10 0.91 -0.28
C -0.2599 -2.5708 0.8696 -2.76 0.78 -0.38 -0.64
C 0.9749 -1.8142 -1.1549 2.12 -1.24 -1.91 -0.21
N 1.0804 -0.4864 -1.7012 1.24 1.29 -0.65 -0.69
C 2.5255 -0.0254 -1.8936 -0.28 -2.25 1.04 -0.22
C 2.6338 1.5168 -1.8393 0.84 -1.88 -0.60 -0.26
N 1.7599 1.9383 -0.7825 -1.33 1.97 0.30 -0.89
H 2.7511 -3.1483 0.0486 -0.14 -0.21 0.18 0.21
H 2.9989 -2.1542 1.4735 -0.96 0.09 -0.95 0.21
H 1.9317 -3.5068 1.6408 0.06 0.95 -1.40 0.20
H 1.0889 -0.8465 0.7431 -0.49 -0.69 -0.52 0.19
H -0.1033 -3.6468 1.0102 -0.15 0.37 0.43 0.21
H -0.7267 -2.0056 1.7071 0.80 -1.16 0.11 0.25
H -1.1071 -2.4930 0.1306 0.87 -0.17 0.25 0.21
H 0.2575 -2.3964 -1.7686 -0.32 0.42 1.25 0.23
H 1.9171 -2.3694 -1.4373 -0.66 0.83 -0.23 0.18
H 0.5073 0.1893 -1.1943 0.54 -0.47 0.23 0.38
H 2.7756 -0.5474 -2.8587 0.32 1.04 0.72 0.20
H 3.2528 -0.5054 -1.0912 -1.50 0.87 -1.16 0.16
H 3.6232 1.7844 -1.4805 0.36 -0.08 -0.43 0.20
H 2.5763 1.7971 -2.9179 -0.63 0.96 0.86 0.18
H 0.7784 2.0975 -1.0829 1.02 0.14 0.60 0.38
H 2.1352 2.7186 -0.1946 -0.82 -0.80 -1.16 0.40
O -1.4131 -1.2835 -2.7142 -0.21 -0.07 -0.30 -0.94
H -2.0221 -1.8984 -3.1127 -0.43 -0.62 0.05 0.46
H -1.2134 -0.7346 -3.4659 0.41 0.46 -0.56 0.48
O -3.0749 -1.0254 -0.7905 -0.36 -0.80 -0.36 -0.97
H -3.5357 -1.1103 0.0518 -0.24 0.11 0.06 0.51
H -3.5900 -1.4739 -1.4729 0.10 0.10 0.35 0.48
O -2.3920 -0.4385 1.7179 -0.20 -1.18 1.48 -0.98
H -1.8630 -0.5700 0.9368 -0.09 0.95 -0.40 0.49
H -2.9003 0.3684 1.7633 0.29 0.46 -0.77 0.50
O 1.0287 -1.0871 3.2535 0.19 0.72 -0.31 -0.95
H 1.5555 -0.9122 2.4544 -0.13 -0.21 0.66 0.48
H 1.2880 -1.9518 3.5615 0.22 -0.36 0.09 0.48
O -0.3530 1.1073 -4.0360 0.35 0.27 0.87 -0.95
H 0.2618 1.8080 -3.7974 0.11 0.68 -0.93 0.46
H -0.2355 0.6804 -3.1732 -0.22 -0.86 0.11 0.48
O 3.1226 1.1513 1.4807 0.98 0.06 2.38 -0.97
H 2.3562 1.0291 0.9522 -0.64 -0.02 -1.59 0.49
H 3.9351 1.1947 0.9839 -0.14 -0.17 -0.57 0.47
O -0.0582 2.9912 2.3798 -0.29 0.29 -0.39 -0.94
H 0.2877 2.1328 2.5966 0.17 -0.79 -0.01 0.48
H 0.3679 3.5513 3.0192 0.26 0.51 0.41 0.47
O -1.5690 1.1161 -0.7102 1.17 0.86 -0.23 -1.01
H -2.2659 1.7819 -0.8470 0.14 -1.57 -0.09 0.46
H -1.8075 0.2238 -1.0197 -0.82 0.37 -0.28 0.53
O -1.3526 -0.4133 4.5997 -0.42 1.48 0.32 -0.94
H -1.2757 0.4709 4.1907 -0.34 -0.41 0.60 0.46
H -0.8978 -0.8956 3.9277 0.57 -0.96 -0.68 0.48
O -4.5347 1.1927 -0.2697 1.28 1.00 -1.97 -0.94
H -4.3811 2.0547 0.1400 -0.22 0.06 0.33 0.48
H -3.9789 1.3190 -1.1149 -1.61 -0.81 1.82 0.46
O -2.3737 3.3958 0.4962 1.21 -0.07 -1.74 -0.95
H -1.7367 3.0814 -0.2185 -0.89 0.77 1.81 0.46
H -1.9238 4.2010 0.7868 -0.25 -0.15 0.26 0.48
```
Forces are in eV/Å.

Its multiplicity is 1. The SMILES is CC(C)CNCCN.O.O.O.O.O.O.O.O.O.O.O. The value obtained for the HOMO-LUMO gap is 8.745 eV. For the energy relative to the best compared isomer or geometry (same formula, charge and spin), the calculation gives 530.1 kJ/mol. The total energy is -1188.4202 Eh. The calculation puts the LUMO energy at 0.13 eV.

C30H47BClN8O5OsP2S2 as an isolated structure. Source: OMol25; level of theory: ωB97M-V with the def2-TZVPD basis set.

Structure (XYZ):
```
97
Properties=species:S:1:pos:R:3:forces:R:3:mulliken_charge:R:1
Os -0.8457 -0.5716 -0.0702 -0.54 -0.06 -0.02 2.75
C 0.7760 -3.1125 -4.4317 -0.03 -0.04 0.07 -0.89
N 1.2966 -3.2184 -3.0775 -0.05 -0.07 -0.06 0.40
C 2.2469 -4.1248 -2.6565 -0.07 -0.02 0.00 -0.77
C 2.4426 -3.8914 -1.3441 0.05 -0.02 -0.05 -0.57
N 1.6311 -2.8426 -0.9581 -0.05 -0.20 0.12 1.27
B 1.8410 -2.1125 0.4233 0.09 0.05 -0.02 -0.60
N 1.2179 -2.8314 1.6510 -0.02 -0.03 0.04 1.24
C 1.8719 -3.8427 2.3314 -0.03 0.01 -0.07 -0.59
C 1.1898 -4.1047 3.4626 -0.08 0.03 0.05 -0.71
N 0.1111 -3.2434 3.4805 0.05 0.01 0.05 0.42
C -0.8967 -3.1643 4.5277 0.04 -0.06 -0.06 -0.81
C 0.1452 -2.4745 2.3755 0.03 0.07 -0.09 -0.75
S -1.1384 -1.3426 2.0660 0.17 0.01 0.26 -0.55
C 0.9250 -2.4580 -2.0298 0.00 0.15 0.00 -0.21
S -0.3312 -1.2694 -2.2068 0.07 -0.12 0.00 -0.90
H 1.0543 -4.0147 -4.9691 -0.01 0.03 -0.04 0.34
H 1.1907 -2.2411 -4.9353 0.00 0.01 -0.01 0.31
H -0.3088 -3.0273 -4.4009 0.00 0.00 0.00 0.38
H 2.6806 -4.8425 -3.3291 0.01 -0.01 0.02 0.49
H 3.1143 -4.3699 -0.6548 0.00 0.02 0.00 0.53
H 3.0378 -2.0771 0.5874 -0.02 0.03 0.03 -0.28
H 1.7806 -0.1718 -0.1491 -0.10 0.05 0.14 -0.33
H 2.7857 -4.2695 1.9600 -0.01 -0.01 0.00 0.57
H 1.3642 -4.8060 4.2584 0.03 -0.01 -0.02 0.47
H -0.8262 -4.0616 5.1360 0.00 0.02 0.03 0.33
H -1.8861 -3.1104 4.0770 -0.01 0.02 0.01 0.38
H -0.7354 -2.2834 5.1463 -0.02 0.00 0.01 0.31
C 4.2482 2.1679 -2.5363 -0.03 0.01 0.01 -0.96
N 4.1207 2.6058 -1.1541 0.09 0.07 0.00 0.35
C 4.6769 3.9244 -0.8791 0.01 0.00 -0.02 -1.03
P 3.0830 1.8257 -0.1480 -0.20 -0.29 0.01 0.15
O 1.2295 -0.8036 0.3560 0.05 0.01 -0.04 -0.28
O 1.8227 2.9526 0.0638 0.25 0.24 0.10 0.23
P 0.2680 2.8316 0.1038 -0.47 -0.33 0.19 -1.59
O -0.2721 1.4295 0.1716 0.40 0.20 -0.24 0.64
N -0.2777 3.5354 -1.2633 0.09 0.10 -0.15 0.69
C -1.4835 3.1187 -1.9723 -0.03 -0.03 0.06 -0.41
C 0.1745 4.8834 -1.5921 0.00 0.01 0.00 -1.02
N -0.1308 3.6002 1.4926 0.06 0.06 0.10 0.73
C -1.5494 3.5948 1.8600 0.00 -0.01 -0.06 -0.81
C 0.6241 4.7192 2.0428 0.04 0.01 -0.03 -0.90
N 3.7986 2.1044 1.3634 0.03 0.13 -0.05 0.12
C 2.9943 1.8070 2.5453 -0.03 -0.03 0.03 -0.66
C 5.1742 1.6403 1.5264 0.03 -0.02 0.01 -1.10
H 5.3026 2.0931 -2.8092 0.00 0.00 -0.01 0.31
H 3.7632 2.8720 -3.2187 0.00 0.00 -0.01 0.30
H 3.7873 1.1889 -2.6623 0.00 -0.01 0.01 0.22
H 5.7465 3.9343 -1.0999 0.00 -0.01 -0.01 0.36
H 4.5371 4.1757 0.1695 -0.02 0.00 0.00 0.27
H 4.1919 4.6839 -1.4990 0.00 0.00 0.00 0.31
H -1.8302 2.1528 -1.6125 0.04 0.02 -0.02 -0.29
H -1.2712 3.0440 -3.0410 0.00 0.01 0.00 0.33
H -2.2827 3.8518 -1.8280 -0.02 -0.02 -0.01 0.33
H 1.0810 5.1381 -1.0441 0.00 -0.03 0.02 0.20
H -0.5956 5.6242 -1.3577 0.01 0.01 -0.01 0.30
H 0.4007 4.9464 -2.6582 -0.02 0.00 -0.01 0.38
H -2.0348 2.6852 1.5085 0.03 0.02 0.05 0.05
H -2.0716 4.4677 1.4551 0.00 0.02 0.01 0.26
H -1.6299 3.6143 2.9470 -0.01 0.00 0.00 0.40
H 1.6781 4.6289 1.7906 -0.01 0.01 -0.01 0.17
H 0.5308 4.7065 3.1298 -0.01 0.00 0.00 0.35
H 0.2478 5.6815 1.6804 0.01 0.01 0.00 0.33
H 1.9574 2.1131 2.4194 -0.01 0.02 -0.08 0.08
H 3.3978 2.3566 3.3980 0.02 -0.03 -0.01 0.31
H 3.0088 0.7367 2.7880 -0.01 0.00 0.01 0.22
H 5.7340 1.7476 0.5999 -0.02 0.01 -0.01 0.36
H 5.2122 0.5894 1.8374 0.02 -0.01 -0.02 0.31
H 5.6722 2.2388 2.2917 -0.04 -0.01 0.02 0.34
Cl -8.4086 3.2789 -1.8986 0.04 -0.02 0.02 -0.21
C -6.9755 2.5129 -1.2875 -0.09 0.05 -0.05 0.45
C -6.0626 1.9763 -2.1823 0.02 -0.01 0.05 -1.03
C -4.9204 1.3665 -1.6899 0.00 -0.03 -0.06 -0.07
C -4.6929 1.2992 -0.3198 -0.02 -0.04 0.09 0.30
C -5.6231 1.8416 0.5600 -0.03 0.04 0.01 -0.32
C -6.7715 2.4502 0.0821 0.04 -0.02 0.00 -0.83
C -3.4591 0.6679 0.2449 0.20 0.29 -0.20 0.42
O -3.2317 0.6529 1.4456 0.00 -0.18 0.10 -0.75
O -2.6328 0.2072 -0.6552 -0.13 -0.19 -0.07 -0.78
H -6.2527 2.0342 -3.2447 0.00 0.00 0.00 0.42
H -4.2044 0.9290 -2.3725 0.01 0.01 0.02 0.51
H -5.4338 1.7802 1.6231 0.00 -0.02 0.00 0.50
H -7.5035 2.8726 0.7557 0.00 0.00 0.00 0.43
C -2.1958 -2.3188 -0.3218 0.17 0.17 0.18 -2.56
C -1.7607 -3.7461 -0.2081 -0.06 0.11 -0.07 -0.07
C -1.5070 -4.4950 -1.3597 0.14 0.02 0.04 -0.07
C -1.0999 -5.8190 -1.2879 0.01 0.04 0.04 -0.78
C -0.9611 -6.4326 -0.0515 0.04 -0.17 -0.04 -0.65
C -1.2843 -5.7323 1.1004 -0.05 0.12 0.01 -0.71
C -1.6994 -4.4099 1.0196 0.08 -0.11 -0.06 -0.01
H -2.9375 -2.0945 0.4416 -0.14 -0.07 -0.09 0.88
H -2.6394 -2.1446 -1.2966 -0.06 0.01 -0.03 0.83
H -1.6790 -4.0332 -2.3229 0.08 0.06 -0.10 0.52
H -0.9194 -6.3849 -2.1938 0.00 0.02 -0.01 0.44
H -0.6543 -7.4691 0.0098 0.01 0.02 0.00 0.43
H -1.2437 -6.2295 2.0618 -0.01 0.01 0.01 0.44
H -2.0150 -3.8888 1.9132 -0.02 -0.04 -0.02 0.73
```
Forces are in eV/Å.

Its multiplicity is 1. Its total charge is +1. The value obtained for the HOMO-LUMO gap (alpha / beta) is 6.580 / 6.590 eV. For the energy relative to the best compared isomer or geometry (same formula, charge and spin), the calculation gives 0.0 kJ/mol. The total energy is -4040.4993 Eh. The calculation puts the LUMO energy (alpha / beta) at -3.58 / -3.58 eV.

C5H9EuO3 as an isolated structure in a non-equilibrium geometry. Source: OMol25; level of theory: ωB97M-V with the def2-TZVPD basis set.

Structure (XYZ):
```
18
Properties=species:S:1:pos:R:3:forces:R:3:mulliken_charge:R:1
O -0.1576 -1.5834 1.6565 -0.79 -2.81 -0.66 -0.82
C 0.4020 -0.4342 1.1774 1.27 0.52 -0.16 0.30
C -0.5909 0.7170 1.3008 -0.48 0.53 -0.11 -0.60
O -0.8742 1.2911 0.0388 0.05 0.58 0.34 -0.36
C -1.5938 0.5350 -0.8220 0.22 -0.45 -1.12 0.02
C -1.2008 0.3443 -2.0903 -0.81 0.47 0.53 -0.74
O 0.8244 -0.5377 -0.1913 -0.60 -0.96 0.59 -0.39
C 2.0473 0.0958 -0.4736 0.62 0.15 0.21 -0.75
Eu -0.9575 -3.6522 1.2711 0.99 2.49 0.24 1.61
H 1.3126 -0.1706 1.7585 -0.33 -0.34 -0.03 0.34
H -0.1453 1.5042 1.9206 -0.33 -0.03 -0.23 0.26
H -1.5103 0.3482 1.7844 0.16 0.13 -0.09 0.35
H -2.5274 0.1200 -0.4285 0.15 0.01 0.02 0.38
H -1.8612 -0.1865 -2.7740 0.18 0.16 0.13 0.27
H -0.3201 0.8491 -2.4916 -0.18 -0.36 0.22 0.23
H 2.8532 -0.5826 -0.1707 0.23 0.23 -0.08 0.31
H 2.1482 0.3035 -1.5531 -0.32 -0.15 0.50 0.24
H 2.1515 1.0390 0.0868 -0.02 -0.17 -0.31 0.34
```
Forces are in eV/Å.

Its multiplicity is 8. Its total charge is +1. The value obtained for the HOMO-LUMO gap (alpha / beta) is 5.384 / 5.552 eV. For the energy relative to the best compared isomer or geometry (same formula, charge and spin), the calculation gives 180.7 kJ/mol. The total energy is -1131.6252 Eh. The calculation puts the LUMO energy (alpha / beta) at -5.72 / -5.56 eV.